No. 1
C72H156BeCl3N9O20 | ωB97M-V with the def2-TZVPD basis set

```
261
C72H156BeCl3N9O20 (ωB97M-V with the def2-TZVPD basis set)
Be -4.029 -0.958 0.048
N -1.021 0.199 -5.707
H -1.014 -0.806 -5.802
H -0.951 0.267 -4.702
H -1.909 0.599 -5.973
H -0.135 0.574 -6.016
Cl -6.142 1.840 -1.045
O -6.365 3.188 -1.589
O -6.588 0.930 -2.087
O -4.750 1.408 -1.058
O -6.743 1.571 0.223
Cl -4.814 -2.147 -3.827
O -5.292 -0.950 -4.488
O -4.164 -1.524 -2.693
O -5.917 -2.882 -3.567
O -3.888 -2.854 -4.679
Cl -0.382 0.327 -1.397
O -0.279 0.133 -2.820
O 0.728 -0.408 -0.893
O -0.282 1.721 -1.007
O -1.570 -0.327 -0.743
C 4.931 -2.028 3.820
C 3.872 -3.153 4.271
C 4.432 -4.529 4.124
C 5.327 -5.085 5.245
C 4.760 -4.773 6.618
C 4.305 -3.312 6.868
N 3.443 -2.861 5.668
O 2.879 -1.619 5.878
C 3.539 -3.319 8.250
C 5.587 -2.404 7.054
C 2.654 -3.122 3.244
H 5.952 -2.157 4.180
H 4.600 -1.025 4.088
H 5.039 -2.212 2.751
H 3.674 -5.304 4.014
H 5.120 -4.490 3.279
H 6.357 -4.739 5.156
H 5.489 -6.138 5.014
H 5.380 -5.172 7.421
H 3.862 -5.387 6.552
H 2.869 -4.177 8.183
H 4.269 -3.239 9.056
H 2.956 -2.437 8.513
H 6.169 -2.861 7.854
H 6.277 -2.390 6.210
H 5.318 -1.355 7.173
H 2.349 -4.072 2.806
H 3.006 -2.599 2.354
H 1.746 -2.666 3.639
H 1.945 -1.747 5.701
C 6.150 -0.259 0.398
C 6.064 -1.630 -0.378
C 6.940 -2.680 0.505
C 6.601 -4.147 0.102
C 5.093 -4.333 -0.003
C 4.262 -3.386 -0.959
N 4.652 -2.036 -0.416
O 3.875 -1.126 -1.148
C 4.644 -3.636 -2.484
C 2.782 -3.622 -0.617
C 6.739 -1.373 -1.798
H 5.610 0.572 -0.055
H 7.179 0.061 0.561
H 5.684 -0.396 1.375
H 7.978 -2.424 0.292
H 6.672 -2.567 1.556
H 6.862 -4.923 0.822
H 7.182 -4.383 -0.790
H 4.755 -4.279 1.032
H 5.011 -5.415 -0.112
H 4.004 -4.420 -2.888
H 4.463 -2.725 -3.054
H 5.641 -4.027 -2.690
H 2.536 -4.684 -0.602
H 2.433 -3.338 0.376
H 2.054 -3.240 -1.333
H 7.681 -0.829 -1.879
H 6.002 -0.757 -2.313
H 6.884 -2.304 -2.345
H 3.019 -1.094 -0.713
C -4.649 5.961 -0.215
C -4.085 5.529 1.150
C -3.332 6.744 1.846
C -4.333 7.878 1.982
C -5.432 7.508 2.919
C -6.186 6.167 2.501
N -5.179 5.171 2.073
O -5.717 3.882 1.807
C -6.801 5.652 3.852
C -7.268 6.621 1.625
C -3.101 4.320 1.016
H -5.261 6.862 -0.254
H -5.371 5.258 -0.630
H -3.816 6.006 -0.916
H -3.333 6.403 2.882
H -2.341 7.048 1.512
H -4.554 8.475 1.097
H -3.897 8.723 2.515
H -5.993 8.441 2.963
H -4.859 7.464 3.845
H -6.059 5.205 4.515
H -7.455 6.392 4.313
H -7.426 4.805 3.569
H -7.894 7.227 2.281
H -6.921 7.199 0.769
H -7.853 5.744 1.347
H -3.475 3.306 0.873
H -2.515 4.142 1.918
H -2.394 4.477 0.201
H -5.962 4.018 0.889
C -0.946 -5.076 -5.176
C 0.141 -4.005 -5.498
C 1.475 -4.561 -5.908
C 1.506 -5.125 -7.346
C 0.997 -4.097 -8.352
C -0.479 -3.530 -8.007
N -0.450 -3.096 -6.586
O -1.577 -2.400 -6.202
C -0.748 -2.134 -8.843
C -1.431 -4.666 -8.356
C 0.375 -3.298 -4.123
H -1.930 -4.614 -5.099
H -0.668 -5.484 -4.204
H -0.979 -5.832 -5.961
H 2.262 -3.808 -5.870
H 1.649 -5.202 -5.043
H 0.905 -6.033 -7.402
H 2.545 -5.342 -7.593
H 1.136 -4.565 -9.327
H 1.782 -3.364 -8.165
H -0.389 -1.207 -8.396
H -0.437 -2.157 -9.887
H -1.823 -1.953 -8.808
H -1.059 -5.658 -8.100
H -2.360 -4.390 -7.856
H -1.757 -4.619 -9.395
H 0.536 -3.947 -3.262
H -0.533 -2.795 -3.791
H 1.184 -2.568 -4.139
H -2.240 -3.088 -6.298
C -0.514 3.397 -6.437
C 0.994 3.348 -6.207
C 1.263 3.831 -4.710
C 2.563 3.402 -4.123
C 2.895 1.873 -4.331
C 2.793 1.436 -5.904
N 1.495 1.906 -6.399
O 1.170 1.400 -7.755
C 4.093 1.957 -6.665
C 2.726 -0.090 -5.789
C 1.684 4.345 -7.189
H -1.100 2.703 -5.834
H -0.708 3.059 -7.455
H -0.933 4.380 -6.220
H 1.126 4.912 -4.681
H 0.398 3.551 -4.109
H 2.524 3.658 -3.065
H 3.385 3.975 -4.553
H 2.191 1.354 -3.681
H 3.848 1.878 -3.801
H 4.820 1.172 -6.458
H 3.982 1.966 -7.750
H 4.346 2.974 -6.364
H 3.179 -0.633 -6.619
H 3.260 -0.604 -4.990
H 1.717 -0.498 -5.754
H 2.714 4.631 -6.974
H 1.073 5.225 -7.390
H 1.758 3.930 -8.194
H 1.654 1.967 -8.360
C -6.077 0.005 3.955
C -4.818 0.689 4.430
C -4.441 -0.092 5.773
C -3.155 0.396 6.442
C -2.009 0.368 5.492
C -2.275 0.920 4.077
N -3.636 0.463 3.592
O -3.905 0.808 2.169
C -2.207 2.518 4.031
C -1.153 0.389 3.008
C -5.067 2.158 4.851
H -6.049 -1.059 4.187
H -6.130 0.157 2.877
H -6.975 0.418 4.414
H -5.093 0.221 6.588
H -4.389 -1.177 5.678
H -2.926 -0.311 7.239
H -3.230 1.348 6.967
H -1.717 -0.675 5.366
H -1.185 0.957 5.896
H -2.950 2.864 3.312
H -2.325 3.128 4.927
H -1.245 2.751 3.576
H -1.294 -0.681 2.853
H -1.320 0.844 2.031
H -0.149 0.500 3.417
H -5.308 2.828 4.026
H -4.268 2.650 5.405
H -5.973 2.235 5.452
H -4.106 1.741 2.265
C -4.305 -5.512 2.442
C -3.517 -4.211 2.548
C -2.401 -4.427 3.535
C -1.125 -5.200 3.162
C -0.690 -4.618 1.842
C -1.774 -4.550 0.705
N -2.923 -3.844 1.233
O -4.021 -3.572 0.319
C -1.106 -3.824 -0.420
C -2.261 -5.993 0.214
C -4.320 -3.020 3.139
H -3.826 -6.418 2.814
H -4.598 -5.864 1.453
H -5.262 -5.316 2.925
H -2.008 -3.485 3.917
H -2.907 -4.921 4.364
H -1.318 -6.267 3.280
H -0.236 -4.967 3.748
H 0.156 -5.176 1.442
H -0.337 -3.596 1.977
H -0.113 -4.067 -0.798
H -1.807 -3.928 -1.249
H -0.982 -2.812 -0.036
H -2.405 -6.713 1.020
H -3.162 -5.975 -0.401
H -1.538 -6.531 -0.399
H -4.923 -3.432 3.948
H -5.026 -2.534 2.466
H -3.751 -2.287 3.711
H -4.213 -4.481 0.080
C 1.388 7.402 2.967
C 1.234 6.004 2.353
C 1.100 6.397 0.844
C 1.299 5.184 -0.117
C 2.613 4.491 0.196
C 2.684 3.946 1.646
N 2.430 5.090 2.497
O 2.946 4.750 3.763
C 1.778 2.748 1.770
C 4.180 3.346 1.842
C -0.003 5.414 2.952
H 1.948 7.513 3.895
H 0.477 7.997 2.898
H 1.928 8.168 2.411
H 0.099 6.802 0.690
H 1.790 7.194 0.567
H 1.288 5.498 -1.161
H 0.451 4.499 -0.090
H 3.372 5.244 -0.013
H 2.589 3.625 -0.467
H 1.834 2.449 2.816
H 0.733 2.995 1.583
H 1.921 1.984 1.006
H 4.564 2.602 1.144
H 4.807 4.235 1.770
H 4.259 2.874 2.821
H -0.461 5.036 2.038
H -0.726 6.062 3.448
H 0.284 4.636 3.660
H 3.594 5.446 3.895
```

## Properties
- electronic energy (Eh) = -6228.21419
- molar mass (g/mol) = 1583.5
- HOMO (eV) = -7.9
- LUMO energy (eV) = -4.2
- ΔE to the lowest compared entry with this formula, charge and spin (kcal/mol) = 85.9

=====

No. 2
C29H87AlO15 | ωB97M-V with the def2-TZVPD basis set

```
132
C29H87AlO15 (ωB97M-V with the def2-TZVPD basis set)
Al 4.109 -0.970 1.377
C 0.243 0.404 0.157
O 1.095 -0.457 0.906
H -0.281 -0.101 -0.653
H -0.575 0.573 0.857
H 0.794 1.248 -0.258
C -3.289 -4.396 1.298
C -1.688 -4.490 1.303
O -1.324 -5.595 0.480
H -3.598 -5.264 1.881
H -3.775 -4.365 0.324
H -3.593 -3.460 1.767
H -1.316 -4.660 2.313
H -1.162 -3.630 0.888
H -1.543 -5.415 -0.437
C 5.897 2.211 -1.818
C 4.941 1.049 -1.954
O 3.901 1.061 -1.000
H 6.175 2.439 -0.789
H 5.482 3.134 -2.221
H 6.840 2.174 -2.364
H 5.576 0.199 -1.701
H 4.718 1.119 -3.018
H 3.194 1.434 -1.531
C -0.227 -2.151 4.276
C 1.105 -1.438 4.503
O 1.801 -1.621 3.265
H -0.143 -3.221 4.081
H -0.791 -1.644 3.493
H -1.007 -2.137 5.038
H 1.739 -1.836 5.296
H 0.922 -0.396 4.766
H 1.265 -1.187 2.597
C -0.932 3.080 5.696
C -1.552 1.707 5.462
O -2.630 1.798 4.560
H -1.485 3.755 6.349
H -0.728 3.530 4.725
H 0.046 3.036 6.177
H -1.997 1.239 6.339
H -0.903 0.990 4.959
H -2.280 2.233 3.779
C -5.527 -0.208 -1.920
C -6.040 -1.274 -2.792
O -5.626 -0.829 -4.100
H -4.458 0.005 -1.942
H -5.949 -0.388 -0.932
H -6.102 0.651 -2.266
H -7.126 -1.275 -2.884
H -5.745 -2.285 -2.510
H -5.558 0.129 -4.094
C 2.053 -5.343 2.811
C 1.926 -4.441 1.605
O 3.172 -3.950 1.176
H 1.031 -5.703 2.921
H 2.222 -4.675 3.656
H 2.635 -6.264 2.817
H 1.359 -3.516 1.709
H 1.622 -4.989 0.714
H 3.745 -4.675 0.916
C 1.829 -3.344 -2.842
C 2.606 -2.020 -2.478
O 3.367 -2.264 -1.322
H 1.060 -3.022 -3.544
H 1.368 -3.774 -1.953
H 2.456 -4.119 -3.282
H 1.961 -1.184 -2.207
H 3.217 -1.715 -3.327
H 3.749 -3.144 -1.365
C -2.408 4.416 0.611
C -2.830 3.466 1.678
O -1.698 2.889 2.300
H -1.554 5.065 0.802
H -3.318 4.980 0.405
H -2.189 3.760 -0.231
H -3.362 2.710 1.101
H -3.439 3.874 2.484
H -1.169 2.386 1.676
C 1.687 2.811 4.103
C 2.724 2.743 2.959
O 3.381 1.587 3.102
H 0.980 1.987 4.208
H 1.060 3.682 3.917
H 2.156 3.054 5.056
H 3.417 3.579 3.059
H 2.274 2.864 1.973
H 3.670 1.579 4.018
C 3.300 5.744 0.282
C 3.543 5.927 -1.266
O 2.309 5.894 -1.867
H 2.922 4.726 0.381
H 2.486 6.336 0.698
H 4.195 5.951 0.869
H 4.194 5.115 -1.590
H 4.061 6.863 -1.473
H 1.864 6.709 -1.625
C 1.049 -0.814 -5.759
C 2.158 -0.068 -6.502
O 1.641 0.213 -7.734
H 1.322 -1.012 -4.723
H 0.796 -1.742 -6.271
H 0.093 -0.311 -5.615
H 3.045 -0.687 -6.636
H 2.378 0.877 -6.004
H 2.442 0.448 -8.206
C -1.828 -2.695 -2.432
C -2.460 -4.107 -2.706
O -1.304 -4.912 -2.862
H -1.401 -2.696 -1.429
H -2.661 -1.993 -2.445
H -1.011 -2.396 -3.089
H -2.946 -3.979 -3.673
H -3.144 -4.499 -1.954
H -1.347 -5.596 -3.534
C -0.105 2.582 -3.303
C 1.329 2.201 -3.394
O 2.066 2.846 -2.353
H -0.782 2.039 -3.963
H -0.103 3.669 -3.386
H -0.545 2.401 -2.322
H 1.671 2.348 -4.419
H 1.495 1.126 -3.321
H 1.833 3.773 -2.261
C -4.170 -0.118 1.772
C -5.567 -0.716 1.909
O -5.552 -1.230 3.249
H -3.856 0.557 2.569
H -4.066 0.438 0.840
H -3.520 -0.993 1.789
H -5.704 -1.509 1.173
H -6.345 0.024 1.727
H -5.429 -0.532 3.897
```

## Properties
- electronic energy (Eh) = -2527.06999
- molar mass (g/mol) = 703.0
- total charge = +2
- HOMO (eV) = -13.7
- LUMO energy (eV) = -11.9

=====

No. 3
C13H20MoNOS9Sb | ωB97M-V with the def2-TZVPD basis set

```
46
C13H20MoNOS9Sb (ωB97M-V with the def2-TZVPD basis set)
Mo 0.696 0.737 -1.378
C -0.482 0.739 2.132
C 0.203 2.043 1.749
S 1.583 1.924 0.597
C 2.969 1.241 1.541
C 2.841 -0.066 2.326
S 2.101 -1.349 1.318
C 1.670 -2.543 2.579
C 1.082 -3.793 1.890
S 0.211 -3.570 0.316
C -1.400 -3.018 0.890
C -1.476 -1.709 1.669
S -1.161 -0.190 0.736
H -1.289 0.965 2.834
H 0.231 0.076 2.622
H 0.564 2.539 2.654
H -0.493 2.719 1.252
H 3.245 2.042 2.229
H 3.745 1.179 0.771
H 2.251 0.104 3.232
H 3.846 -0.358 2.638
H 0.950 -2.123 3.289
H 2.559 -2.831 3.145
H 0.422 -4.322 2.581
H 1.898 -4.470 1.636
H -1.825 -3.800 1.527
H -2.015 -2.972 -0.011
H -0.783 -1.745 2.507
H -2.484 -1.620 2.083
O -1.114 1.997 -1.301
N -2.080 1.766 -2.167
C -3.060 2.702 -2.241
C -4.118 2.551 -3.086
C -4.177 1.401 -3.884
C -3.176 0.477 -3.796
C -2.074 0.642 -2.928
S -0.766 -0.497 -2.831
H -2.900 3.545 -1.588
H -4.875 3.321 -3.127
H -4.998 1.251 -4.574
H -3.180 -0.415 -4.407
S 3.821 0.557 -5.435
Sb 3.607 1.089 -3.250
S 2.584 -0.599 -1.880
S 1.549 2.329 -2.789
S 5.294 2.056 -2.070
```

## Properties
- electronic energy (Eh) = -4529.58534
- molar mass (g/mol) = 712.6
- total charge = -1
- HOMO (spin up / spin down) (eV) = -3.5 / -3.2
- LUMO energy (spin up / spin down) (eV) = 1.8 / 1.8
- multiplicity = 2
- ΔE to the lowest compared entry with this formula, charge and spin (kcal/mol) = 15.8